[1]
The following is a quantum chemistry calculation of one molecule with the formula C5H12N2Si, from OMol25.

```
20
Properties=species:S:1:pos:R:3:forces:R:3:mulliken_charge:R:1
C -3.558 -0.356 0.072 1.880 -2.695 0.097 0.2930
C 1.407 0.467 1.637 0.183 1.424 -1.254 -1.0830
C -0.117 1.807 -0.981 1.425 0.153 -0.272 -1.0094
C 1.195 -0.881 -1.144 0.027 -1.344 0.913 -0.9830
C -2.456 -1.282 0.149 -5.523 -0.752 0.692 -0.6854
N -4.489 0.309 0.059 -1.657 1.682 -0.056 -0.4783
N -1.172 -0.351 0.833 3.281 -0.110 0.115 -0.2205
Si 0.304 0.216 0.057 2.225 3.208 0.063 0.3880
H 2.046 -0.386 1.933 -0.668 0.294 0.004 0.3038
H 2.103 1.351 1.463 -0.767 -0.976 0.305 0.3062
H 0.638 0.773 2.365 0.806 -0.228 0.296 0.3344
H 0.821 2.454 -1.120 -1.059 -0.822 0.736 0.3194
H -0.261 1.537 -2.094 -0.799 0.350 1.872 0.2946
H -0.877 2.424 -0.427 0.422 -0.527 -1.241 0.3118
H 2.284 -0.961 -0.973 -0.462 0.556 0.194 0.3493
H 0.853 -1.912 -0.828 0.056 0.660 -1.505 0.3249
H 1.031 -0.450 -2.141 -0.281 -1.082 0.082 0.2741
H -2.601 -2.032 0.989 0.389 0.762 -1.399 0.2750
H -2.187 -1.575 -0.825 0.858 -0.630 -0.859 0.3137
H -0.824 -0.883 1.620 -0.338 0.077 1.217 0.3712
```
Positions in Å, forces in eV/Å.

## Properties
HOMO energy (alpha / beta) (Eh): -0.166 / -0.384
Energy relative to the best compared isomer or geometry (same formula, charge and spin) (kcal/mol): 59.1
Multiplicity: 3
Orbital gap (alpha / beta) (eV): 5.0 / 7.2
Net charge: 0
F_max (eV/Å): 5.616

=====

[2]
The following is a quantum chemistry calculation of an isolated ion of composition C5H12N3 and charge +1, from OMol25.

```
20
Properties=species:S:1:pos:R:3:forces:R:3:mulliken_charge:R:1
C 1.376 0.803 -1.383 2.171 -2.791 0.051 -0.9184
N 0.256 1.130 -0.581 -1.636 0.034 1.918 0.1469
C 0.608 1.754 0.690 0.901 0.801 -0.677 -1.1280
C -0.823 0.195 -0.457 1.602 0.057 0.155 -1.4543
C -0.291 -1.247 0.081 1.891 0.675 -0.594 0.7427
N -0.215 -1.253 1.526 0.998 -0.427 0.624 -0.4783
C -1.348 -2.149 0.122 -6.183 -0.598 0.029 0.1124
N -2.495 -2.374 0.330 2.704 -0.841 -1.088 -0.1586
H 2.239 0.280 -0.809 -1.298 0.371 -0.146 0.3107
H 1.064 0.008 -2.089 0.237 0.814 -0.223 0.3277
H 1.998 1.563 -1.857 -1.043 0.629 -0.205 0.3075
H 1.192 1.111 1.391 0.628 0.685 -0.891 0.3119
H 1.002 2.696 0.284 1.140 -0.219 1.190 0.3835
H -0.169 2.111 1.330 -1.455 -0.076 -0.165 0.4057
H -1.263 0.077 -1.400 -0.650 -0.704 -1.491 0.4510
H -1.583 0.620 0.189 -0.040 -0.277 0.444 0.5339
H 0.569 -1.516 -0.574 -0.376 0.059 0.771 0.3546
H 0.501 -1.711 2.070 0.360 -0.645 -0.695 0.2453
H -0.234 -0.340 1.844 -0.418 2.121 0.892 0.1934
H -3.340 -2.944 0.292 0.465 0.331 0.103 0.3104
```
Positions in Å, forces in eV/Å.

## Properties
HOMO energy (alpha / beta) (Eh): -0.462 / -0.462
Energy relative to the best compared isomer or geometry (same formula, charge and spin) (kcal/mol): 104.6
Orbital gap (alpha / beta) (eV): 7.7 / 7.7
Net charge: +1
F_max (eV/Å): 6.212

=====

[3]
The following is a quantum chemistry calculation of an isolated ion of composition C5H12N3O3 and charge +1, from OMol25.

```
23
Properties=species:S:1:pos:R:3:forces:R:3:mulliken_charge:R:1
N -0.824 -2.518 0.492 2.871 -0.156 -2.182 -0.4073
C -0.831 -1.266 -0.007 2.145 0.177 1.887 0.5517
N -1.813 -0.367 0.195 -0.057 -3.491 0.117 -0.1244
C -1.728 0.972 -0.167 3.178 2.188 2.124 -0.2015
O -1.872 1.198 -1.495 -1.549 0.316 -1.741 -0.5202
C -0.079 1.435 0.365 -2.405 -1.265 -2.354 -0.6121
O 0.004 1.199 1.724 0.098 0.864 0.283 -0.5371
C 0.838 0.496 -0.488 -0.402 0.749 2.132 0.0574
C 2.285 0.395 -0.020 2.148 1.144 0.446 -0.5648
O 2.918 -0.777 -0.520 -0.491 -1.411 -2.494 -0.6422
N 0.370 -0.874 -0.396 0.692 -0.309 -0.513 -0.3158
H 0.030 -3.136 0.375 -1.709 1.429 0.143 0.2120
H -1.535 -2.913 0.976 -2.730 -1.199 1.497 0.1433
H -2.680 -0.793 0.459 -0.522 0.192 0.230 0.2461
H -2.333 1.543 0.551 -0.281 -0.011 -0.597 0.4683
H -2.811 1.059 -1.842 1.739 0.303 0.869 0.3644
H -0.013 2.492 0.100 0.317 -0.195 -0.158 0.6737
H -0.024 2.079 2.153 0.027 -0.912 0.009 0.3928
H 0.780 0.777 -1.491 -0.036 0.888 -1.716 0.3086
H 2.403 0.223 1.048 -0.778 0.119 0.233 0.3308
H 2.991 1.294 -0.156 -1.542 -0.935 -0.548 0.3479
H 2.694 -1.038 -1.485 0.812 1.325 2.047 0.3467
H 1.230 -1.482 -0.371 -1.524 0.190 0.284 0.4816
```
Positions in Å, forces in eV/Å.

## Properties
HOMO energy (Eh): -0.504
Energy relative to the best compared isomer or geometry (same formula, charge and spin) (kcal/mol): 0.0
Orbital gap (eV): 10.9
Net charge: +1
F_max (eV/Å): 4.404

=====

[4]
The following is a quantum chemistry calculation of a 2-piece molecular cluster, C5H12N4 overall, from OMol25.

```
21
Properties=species:S:1:pos:R:3:forces:R:3:mulliken_charge:R:1
H -2.049 1.172 -2.777 0.065 -0.177 0.080 0.1898
N -2.296 1.180 -1.793 -0.269 0.692 -0.187 -0.7949
C -1.811 0.212 -1.126 0.102 -0.105 -0.410 0.5471
N -2.007 0.191 0.238 -0.011 -0.303 0.234 -0.4572
N -1.079 -0.831 -1.646 0.100 0.004 -0.210 -0.2407
C -0.347 -1.783 -0.838 -0.014 0.074 0.278 -0.6018
H -2.038 -0.713 0.679 0.011 0.028 0.095 0.1876
H -2.727 0.833 0.531 -0.014 -0.048 -0.048 0.2577
H -0.729 -0.674 -2.578 -0.151 0.030 0.140 0.2270
H -1.037 -2.502 -0.386 0.096 -0.094 0.013 0.2884
H 0.337 -2.334 -1.478 -0.022 -0.029 -0.012 0.3343
H 0.226 -1.296 -0.040 -0.081 -0.135 -0.146 0.1044
H 1.545 -1.610 2.331 0.312 0.179 0.065 0.1759
N 1.340 -0.770 1.794 -0.439 -0.302 0.094 -0.5268
C 2.279 0.073 1.736 0.418 -0.379 0.349 0.0064
C 2.138 1.327 1.011 -0.045 0.567 -0.302 -0.1678
C 0.977 1.776 0.545 0.178 -0.050 0.043 -0.6707
H 3.260 -0.073 2.211 -0.171 -0.131 0.012 0.3254
H 3.050 1.896 0.886 0.023 0.112 -0.053 0.3069
H 0.068 1.215 0.686 -0.158 -0.109 0.061 0.2254
H 0.900 2.710 0.015 0.067 0.176 -0.096 0.2834
```
Positions in Å, forces in eV/Å.

## Properties
HOMO energy (Eh): -0.307
Energy relative to the best compared isomer or geometry (same formula, charge and spin) (kcal/mol): 29.8
Orbital gap (eV): 8.9
Net charge: 0
F_max (eV/Å): 0.766

=====

[5]
The following is a quantum chemistry calculation of an isolated ion of composition C5H12N6O2P and charge +1, from OMol25.

```
26
Properties=species:S:1:pos:R:3:forces:R:3:mulliken_charge:R:1
C 3.233 -0.543 0.398 0.229 0.150 -0.064 -0.8061
N 2.936 -0.025 -0.949 -0.848 -0.526 0.719 -0.2941
C 1.709 -0.501 -1.525 1.527 0.584 0.191 -0.6097
N 0.531 0.323 -1.110 0.244 -0.437 -0.897 0.6944
N 0.224 1.417 -1.729 0.400 -0.051 -0.119 -0.6111
N -0.803 1.943 -1.129 -0.215 0.891 -0.272 -0.2619
C -1.153 1.164 -0.120 -0.488 -0.271 -0.754 0.5288
P -2.533 1.487 1.116 0.130 -0.465 1.797 0.1438
N -3.910 0.814 0.387 0.244 0.263 -0.167 -0.5392
O -2.774 3.068 0.876 0.261 -0.476 -0.461 -0.4359
N -0.307 0.122 -0.117 -1.133 -0.004 1.333 0.2464
C -0.340 -0.968 0.863 0.606 -0.601 -0.552 -0.4844
C -0.508 -2.378 0.285 -0.916 -1.276 1.129 0.0251
O -0.904 -3.247 1.031 0.623 1.138 -0.927 -0.4088
H 3.018 0.166 1.194 -0.160 0.142 0.101 0.3001
H 2.685 -1.457 0.590 -0.122 -0.251 -0.015 0.2962
H 4.282 -0.792 0.471 0.273 -0.027 -0.013 0.3073
H 2.910 0.982 -0.917 0.420 0.236 -0.395 0.2763
H 1.542 -1.532 -1.266 -0.189 -0.270 0.106 0.4350
H 1.808 -0.404 -2.593 -0.630 0.171 -0.420 0.3300
H -4.059 -0.116 0.758 -0.043 -0.212 0.019 0.2905
H -4.702 1.360 0.723 -0.170 0.170 -0.355 0.2773
H -1.959 3.458 0.536 -0.140 0.602 -0.141 0.3478
H 0.553 -0.936 1.474 0.312 0.002 0.071 0.2256
H -1.173 -0.794 1.526 -0.299 0.238 0.138 0.3110
H -0.306 -2.610 -0.774 0.084 0.281 -0.049 0.4157
```
Positions in Å, forces in eV/Å.

## Properties
HOMO energy (Eh): -0.462
Orbital gap (eV): 8.1
Net charge: +1
F_max (eV/Å): 1.934

=====

[6]
The following is a quantum chemistry calculation of an isolated ion of composition C5H12NO and charge -1, from OMol25.

```
19
Properties=species:S:1:pos:R:3:forces:R:3:mulliken_charge:R:1
C 2.097 0.131 1.650 0.478 -0.017 -0.114 -1.4632
C 0.642 0.335 1.301 -0.350 -0.269 -0.023 0.6043
N -0.195 -0.344 2.341 -0.240 0.306 -0.313 -0.7691
C 0.336 -0.157 -0.110 -0.026 -0.065 -0.105 -0.9053
C -1.092 0.058 -0.588 -0.242 -0.152 0.435 -0.4782
C -1.251 -0.308 -2.084 0.278 0.960 -0.288 -0.5987
O -0.383 0.351 -2.875 0.014 -0.125 0.076 -0.8897
H 2.760 0.597 0.920 -0.039 0.223 -0.084 0.3507
H 2.342 0.523 2.636 -0.021 -0.015 0.106 0.3751
H 2.347 -0.930 1.627 -0.114 -0.146 0.151 0.3061
H 0.411 1.405 1.305 0.047 0.067 0.097 0.2547
H -0.795 0.355 2.775 0.160 -0.134 0.034 0.2810
H -0.853 -0.933 1.838 0.082 -0.076 0.100 0.2935
H 0.963 0.388 -0.818 0.055 0.002 -0.087 0.3342
H 0.618 -1.218 -0.230 -0.084 0.087 0.190 0.3301
H -1.349 1.116 -0.468 0.055 0.116 -0.071 0.2931
H -1.835 -0.499 0.023 0.223 -0.023 -0.156 0.2321
H -1.150 -1.415 -2.143 -0.186 -0.358 0.017 0.2042
H -2.320 -0.047 -2.320 -0.091 -0.381 0.038 0.2450
```
Positions in Å, forces in eV/Å.

## Properties
HOMO energy (Eh): -0.083
Energy relative to the best compared isomer or geometry (same formula, charge and spin) (kcal/mol): 5.3
Orbital gap (eV): 6.2
Net charge: -1
F_max (eV/Å): 1.040